(1)
Entry from OMol25: C2H6N4O in the gas phase at a distorted geometry (wB97M-V/def2-TZVPD).

Positions of all 13 atoms, in Å:
1 C -2.390 -0.042 -0.007
2 N -1.108 -0.663 -0.313
3 N -0.535 -1.604 0.329
4 N 0.647 -1.476 0.612
5 N 1.070 -0.198 0.320
6 C 2.317 -0.155 -0.330
7 O 0.091 0.541 -0.307
8 H -3.145 -0.833 -0.338
9 H -2.505 0.185 1.007
10 H -2.433 0.932 -0.600
11 H 2.369 0.817 -0.990
12 H 3.156 -0.011 0.496
13 H 2.534 -0.970 -0.893

Properties
LUMO energy: 0.68 eV
F_max: 5.731 eV/A
ΔE to the lowest compared entry with this formula, charge and spin: 723.7 kJ/mol
HOMO-LUMO gap: 8.555 eV
calculated total energy: -10172.5609 eV
structure (SMILES): CN1N=NN(C)O1
total charge: 0

(2)
Entry from OMol25: 2 unconnected molecules or ions with the total composition C2H6N4O at a distorted geometry (wB97M-V/def2-TZVPD).

Positions of all 13 atoms, in Å:
1 C 1.119 0.026 1.382
2 N -0.096 -0.098 0.607
3 C -0.592 0.569 -0.440
4 N -1.677 -0.014 -0.851
5 N -1.835 -1.084 0.007
6 N -0.903 -1.161 0.860
7 H 1.891 0.274 0.707
8 H 1.262 -0.869 1.928
9 H 0.938 0.819 2.118
10 H -0.273 1.475 -0.896
11 O 2.381 1.076 -1.294
12 H 2.590 2.011 -1.535
13 H 2.956 0.608 -1.978

Properties
LUMO energy: 0.22 eV
F_max: 2.673 eV/A
ΔE to the lowest compared entry with this formula, charge and spin: 240.9 kJ/mol
HOMO-LUMO gap: 10.633 eV
calculated total energy: -10177.5650 eV
structure (SMILES): Cn1cnnn1.O
total charge: 0

(3)
Entry from OMol25: C2H6N4O2 in the gas phase at a distorted geometry (wB97M-V/def2-TZVPD).

Positions of all 14 atoms, in Å:
1 H 3.305 -0.106 -0.552
2 N 2.330 0.030 -0.499
3 C 1.752 -0.915 0.174
4 N 0.393 -1.063 0.317
5 C -0.549 -0.172 0.117
6 N -0.483 1.181 0.034
7 O 0.769 1.887 0.184
8 N -1.757 -0.628 -0.331
9 O -2.956 0.126 -0.151
10 H 2.479 -1.606 0.574
11 H -1.331 1.662 -0.184
12 H 1.424 1.241 -0.233
13 H -2.050 -1.670 -0.299
14 H -3.327 0.031 0.849

Properties
LUMO energy: 0.32 eV
F_max: 4.560 eV/A
ΔE to the lowest compared entry with this formula, charge and spin: 414.6 kJ/mol
HOMO-LUMO gap: 9.244 eV
calculated total energy: -12222.3549 eV
structure (SMILES): [H]/N=C/N=C(NO)NO
total charge: 0

What did the third record say?
Entry from OMol25: C2H6N4O2 in the gas phase at a distorted geometry (wB97M-V/def2-TZVPD).

Positions of all 14 atoms, in Å:
1 H 3.305 -0.106 -0.552
2 N 2.330 0.030 -0.499
3 C 1.752 -0.915 0.174
4 N 0.393 -1.063 0.317
5 C -0.549 -0.172 0.117
6 N -0.483 1.181 0.034
7 O 0.769 1.887 0.184
8 N -1.757 -0.628 -0.331
9 O -2.956 0.126 -0.151
10 H 2.479 -1.606 0.574
11 H -1.331 1.662 -0.184
12 H 1.424 1.241 -0.233
13 H -2.050 -1.670 -0.299
14 H -3.327 0.031 0.849

Properties
LUMO energy: 0.32 eV
F_max: 4.560 eV/A
ΔE to the lowest compared entry with this formula, charge and spin: 414.6 kJ/mol
HOMO-LUMO gap: 9.244 eV
calculated total energy: -12222.3549 eV
structure (SMILES): [H]/N=C/N=C(NO)NO
total charge: 0